C52H150N26O8P8 | ωB97M-V/def2-TZVPD

Last column: Löwdin charge in e.
CARTESIAN COORDINATES (ANGSTROEM)
C (1.021, -4.368, 0.005)  -0.159
N (1.189, -3.174, 0.729)  -0.291
C (-0.100, -2.616, 1.108)  -0.141
P (2.310, -3.210, 1.998)  0.564
O (1.860, -3.622, 3.344)  -0.301
N (3.505, -4.312, 1.563)  -0.304
C (4.275, -4.183, 0.372)  -0.147
C (4.057, -5.222, 2.578)  -0.084
N (2.836, -1.612, 2.107)  -0.256
C (2.981, -0.764, 0.942)  -0.135
C (3.768, -1.183, 3.202)  -0.063
H (-0.025, -4.680, -0.126)  0.067
H (1.495, -5.168, 0.577)  0.075
H (1.562, -4.421, -1.003)  0.083
H (-0.685, -3.347, 1.751)  0.085
H (-0.758, -2.377, 0.219)  0.084
H (0.072, -1.691, 1.718)  0.092
H (4.087, -3.237, -0.129)  0.055
H (5.375, -4.113, 0.619)  0.081
H (4.195, -4.960, -0.403)  0.080
H (5.011, -4.787, 2.809)  0.069
H (3.468, -5.197, 3.483)  0.064
H (4.176, -6.239, 2.216)  0.082
H (2.147, -0.817, 0.275)  0.042
H (3.157, 0.295, 1.253)  0.075
H (3.954, -0.910, 0.400)  0.073
H (4.758, -1.212, 2.840)  0.031
H (3.695, -1.772, 4.080)  0.067
H (3.554, -0.112, 3.441)  0.065
C (-9.093, 3.314, 1.089)  -0.069
N (-8.426, 3.891, -0.147)  -0.302
C (-8.952, 5.128, -0.679)  -0.149
P (-6.885, 3.329, -0.447)  0.468
O (-6.775, 1.902, -0.137)  -0.284
N (-6.586, 3.892, -1.983)  -0.291
C (-7.450, 3.592, -3.134)  -0.100
C (-5.246, 4.157, -2.351)  -0.137
N (-5.904, 4.114, 0.599)  -0.291
C (-5.774, 5.582, 0.628)  -0.070
C (-4.855, 3.475, 1.309)  -0.116
H (-10.177, 3.360, 0.898)  0.074
H (-8.919, 3.967, 1.953)  0.076
H (-8.784, 2.273, 1.218)  0.069
H (-8.338, 5.551, -1.474)  0.069
H (-9.077, 5.853, 0.133)  0.070
H (-10.020, 4.934, -1.023)  0.097
H (-8.332, 2.956, -2.946)  0.090
H (-7.747, 4.436, -3.753)  0.078
H (-6.899, 2.941, -3.883)  0.070
H (-5.149, 5.231, -2.611)  0.099
H (-4.530, 3.946, -1.537)  0.060
H (-4.940, 3.638, -3.234)  0.044
H (-6.725, 6.032, 0.382)  0.063
H (-5.443, 5.935, 1.620)  0.087
H (-4.979, 5.866, -0.007)  0.061
H (-4.515, 4.102, 2.151)  0.086
H (-3.931, 3.411, 0.724)  0.060
H (-5.234, 2.585, 1.673)  0.053
C (3.386, 5.672, 5.914)  -0.114
N (3.944, 5.989, 4.633)  -0.300
C (3.204, 7.061, 3.883)  -0.089
P (4.884, 4.946, 3.715)  0.527
O (4.762, 5.153, 2.263)  -0.292
N (6.436, 5.150, 4.312)  -0.321
C (7.566, 4.409, 3.779)  -0.127
C (6.830, 6.389, 4.925)  -0.122
N (4.513, 3.357, 4.185)  -0.294
C (5.195, 2.643, 5.219)  -0.148
C (3.376, 2.654, 3.554)  -0.090
H (2.328, 5.916, 5.907)  0.083
H (3.892, 6.269, 6.697)  0.081
H (3.551, 4.624, 6.217)  0.075
H (2.209, 6.795, 3.521)  0.077
H (3.694, 7.298, 2.961)  0.057
H (3.137, 7.970, 4.469)  0.078
H (8.143, 4.865, 2.975)  0.084
H (8.354, 4.214, 4.542)  0.092
H (7.234, 3.415, 3.429)  0.048
H (6.958, 7.225, 4.176)  0.098
H (6.117, 6.716, 5.699)  0.073
H (7.859, 6.220, 5.282)  0.079
H (5.481, 1.625, 4.877)  0.086
H (6.055, 3.110, 5.685)  0.074
H (4.554, 2.495, 6.098)  0.077
H (3.771, 1.842, 2.962)  0.043
H (2.726, 3.263, 2.920)  0.072
H (2.735, 2.154, 4.279)  0.084
C (-4.387, 0.715, -3.208)  -0.088
N (-4.963, 0.546, -4.534)  -0.302
C (-4.886, 1.605, -5.442)  -0.153
P (-5.147, -1.048, -5.144)  0.541
O (-5.308, -1.024, -6.606)  -0.285
N (-3.950, -2.123, -4.668)  -0.284
C (-2.738, -2.260, -5.564)  -0.088
C (-3.658, -2.527, -3.317)  -0.148
N (-6.376, -1.593, -4.158)  -0.294
C (-7.367, -0.797, -3.444)  -0.097
C (-6.622, -3.062, -4.164)  -0.092
H (-5.046, 1.374, -2.647)  0.076
H (-3.452, 1.190, -3.214)  0.073
H (-4.305, -0.202, -2.712)  0.027
H (-3.924, 1.762, -5.919)  0.081
H (-5.160, 2.458, -4.762)  0.057
H (-5.627, 1.674, -6.272)  0.097
H (-3.110, -1.857, -6.499)  0.068
H (-1.870, -1.715, -5.182)  0.055
H (-2.507, -3.291, -5.642)  0.063
H (-4.610, -2.374, -2.784)  0.056
H (-3.381, -3.577, -3.276)  0.075
H (-2.841, -1.916, -2.836)  0.092
H (-7.330, -0.899, -2.366)  0.072
H (-7.292, 0.257, -3.600)  0.054
H (-8.412, -1.019, -3.752)  0.090
H (-7.674, -3.196, -4.427)  0.079
H (-6.512, -3.426, -3.157)  0.048
H (-5.956, -3.545, -4.903)  0.092
C (8.940, 1.243, 0.125)  -0.092
N (7.872, 0.431, 0.754)  -0.288
C (7.544, 1.026, 2.074)  -0.091
P (7.585, -1.177, 0.486)  0.472
O (6.411, -1.659, 1.193)  -0.273
N (7.725, -1.423, -1.161)  -0.298
C (7.387, -0.413, -2.206)  -0.080
C (7.744, -2.836, -1.661)  -0.091
N (8.924, -2.018, 1.027)  -0.307
C (9.014, -2.936, 2.206)  -0.074
C (10.144, -2.012, 0.264)  -0.156
H (9.634, 1.458, 0.946)  0.079
H (8.524, 2.184, -0.202)  0.082
H (9.427, 0.729, -0.682)  0.060
H (7.185, 2.047, 1.956)  0.071
H (8.486, 1.029, 2.653)  0.088
H (6.917, 0.380, 2.654)  0.059
H (6.758, 0.360, -1.783)  0.077
H (8.220, 0.014, -2.690)  0.059
H (6.728, -0.957, -2.908)  0.067
H (6.919, -3.006, -2.387)  0.078
H (8.700, -3.066, -2.160)  0.079
H (7.607, -3.552, -0.833)  0.078
H (9.842, -2.583, 2.841)  0.081
H (8.127, -2.804, 2.784)  0.057
H (9.208, -3.958, 1.836)  0.085
H (10.742, -2.952, 0.348)  0.090
H (10.815, -1.229, 0.734)  0.091
H (10.043, -1.722, -0.787)  0.062
C (-1.033, 4.526, 1.347)  -0.112
N (-0.993, 3.106, 0.988)  -0.295
C (-0.364, 2.204, 1.893)  -0.145
P (-1.187, 2.795, -0.673)  0.568
O (-2.320, 3.541, -1.238)  -0.278
N (0.281, 3.069, -1.548)  -0.300
C (1.637, 2.877, -0.868)  -0.070
C (0.199, 4.194, -2.457)  -0.139
N (-1.307, 1.128, -0.588)  -0.266
C (-2.563, 0.637, -0.100)  -0.123
C (-0.559, 0.323, -1.595)  -0.089
H (-1.814, 4.972, 0.762)  0.056
H (-0.063, 5.115, 1.256)  0.093
H (-1.203, 4.611, 2.419)  0.064
H (0.317, 2.686, 2.644)  0.086
H (0.384, 1.575, 1.383)  0.055
H (-1.114, 1.473, 2.356)  0.099
H (2.429, 2.963, -1.619)  0.079
H (1.878, 3.704, -0.160)  0.082
H (1.675, 1.982, -0.271)  0.039
H (-0.323, 3.833, -3.362)  0.089
H (-0.255, 5.081, -2.034)  0.071
H (1.203, 4.427, -2.808)  0.075
H (-2.532, -0.428, 0.068)  0.056
H (-2.764, 1.031, 0.893)  0.074
H (-3.412, 0.811, -0.782)  0.071
H (0.016, -0.470, -1.152)  0.045
H (0.181, 0.944, -2.137)  0.077
H (-1.251, -0.154, -2.263)  0.048
C (2.125, -1.215, -7.128)  -0.067
N (1.339, -2.272, -6.396)  -0.276
C (0.020, -2.739, -7.040)  -0.059
P (1.162, -2.222, -4.715)  0.562
O (0.177, -1.344, -4.070)  -0.283
N (0.955, -3.790, -4.101)  -0.291
C (1.536, -4.867, -4.833)  -0.155
C (-0.283, -4.101, -3.497)  -0.137
N (2.721, -1.773, -4.143)  -0.273
C (2.784, -1.628, -2.628)  -0.075
C (3.903, -2.506, -4.603)  -0.134
H (2.956, -1.075, -6.546)  0.016
H (1.603, -0.253, -7.194)  0.096
H (2.346, -1.663, -8.070)  0.077
H (-0.788, -2.009, -6.976)  0.059
H (-0.229, -3.660, -6.475)  0.068
H (0.249, -2.989, -8.068)  0.079
H (2.354, -4.603, -5.520)  0.075
H (1.944, -5.625, -4.125)  0.092
H (0.794, -5.484, -5.405)  0.087
H (-0.804, -4.910, -4.018)  0.086
H (-0.058, -4.540, -2.518)  0.060
H (-0.919, -3.218, -3.326)  0.064
H (2.041, -0.944, -2.260)  0.048
H (2.795, -2.685, -2.236)  0.080
H (3.761, -1.214, -2.369)  0.069
H (4.773, -2.007, -4.306)  0.045
H (3.850, -2.542, -5.672)  0.059
H (4.015, -3.486, -4.147)  0.077
C (-6.222, -3.455, 0.235)  -0.110
N (-5.141, -2.602, 0.766)  -0.304
C (-5.336, -1.218, 0.541)  -0.102
P (-3.938, -3.172, 1.701)  0.511
O (-2.887, -2.141, 1.857)  -0.294
N (-4.619, -3.455, 3.222)  -0.313
C (-4.284, -2.581, 4.297)  -0.139
C (-5.923, -4.019, 3.245)  -0.158
N (-3.665, -4.657, 1.077)  -0.311
C (-3.399, -4.771, -0.345)  -0.096
C (-3.271, -5.824, 1.833)  -0.090
H (-7.166, -3.184, 0.762)  0.084
H (-6.018, -4.545, 0.330)  0.082
H (-6.434, -3.215, -0.844)  0.072
H (-5.088, -1.050, -0.529)  0.083
H (-4.582, -0.684, 1.157)  0.081
H (-6.314, -0.877, 0.755)  0.071
H (-3.652, -1.741, 3.886)  0.067
H (-5.162, -2.071, 4.696)  0.079
H (-3.754, -3.130, 5.125)  0.089
H (-6.802, -3.305, 3.046)  0.102
H (-6.102, -4.871, 2.540)  0.078
H (-6.124, -4.469, 4.226)  0.083
H (-3.590, -5.769, -0.652)  0.077
H (-3.956, -4.073, -1.012)  0.073
H (-2.348, -4.581, -0.534)  0.065
H (-3.123, -5.503, 2.900)  0.102
H (-2.398, -6.315, 1.417)  0.081
H (-4.094, -6.485, 1.735)  0.067
C (-2.291, 2.668, 5.169)  -0.081
C (-1.464, 2.986, 6.346)  -0.274
N (-0.881, 3.283, 7.301)  0.108
H (-2.420, 1.589, 5.147)  0.027
H (-1.772, 3.002, 4.265)  0.045
H (-3.357, 2.967, 5.161)  0.091
C (-0.333, -2.823, 5.673)  -0.062
C (-1.153, -1.629, 5.611)  -0.269
N (-1.846, -0.715, 5.644)  0.154
H (0.637, -2.627, 5.165)  0.066
H (-0.700, -3.638, 5.061)  0.076
H (-0.202, -3.038, 6.752)  0.096

The SMILES is CN(C)P(=O)(N(C)C)N(C)C.CN(C)P(=O)(N(C)C)N(C)C.CN(C)P(=O)(N(C)C)N(C)C.CN(C)P(=O)(N(C)C)N(C)C.CN(C)P(=O)(N(C)C)N(C)C.CN(C)P(=O)(N(C)C)N(C)C.CN(C)P(=O)(N(C)C)N(C)C.CN(C)P(=O)(N(C)C)N(C)C.CC#N.CC#N.

---

C18H55BO13PS8 | ωB97M-V/def2-TZVPD

Last column: Löwdin charge in e.
CARTESIAN COORDINATES (ANGSTROEM)
C (5.037, -3.506, -1.020)  -0.112
O (5.224, -3.083, -2.358)  -0.027
B (4.203, -2.315, -2.916)  -0.652
O (3.705, -2.846, -4.088)  0.120
P (3.578, -0.615, -2.148)  0.606
O (2.448, -0.244, -3.476)  -0.320
C (1.151, -0.366, -3.061)  -0.676
S (0.459, 1.075, -2.116)  0.737
C (1.163, -1.644, -2.223)  -0.456
C (-0.123, -2.026, -1.537)  -0.150
O (-1.069, -2.415, -2.542)  -0.170
O (-1.661, -3.675, -2.196)  -0.039
O (2.229, -1.530, -1.356)  -0.254
H (6.013, -3.678, -0.574)  0.079
H (4.513, -2.772, -0.418)  0.063
H (4.491, -4.448, -0.974)  0.084
H (3.742, -3.804, -3.983)  0.094
H (4.553, -0.790, -1.056)  -0.004
H (4.658, 0.063, -2.889)  0.022
H (3.177, 0.596, -1.502)  -0.014
H (0.458, -0.395, -3.897)  0.096
H (1.215, 1.047, -1.024)  -0.188
H (1.303, -2.414, -2.995)  0.146
H (0.089, -2.910, -0.944)  0.128
H (-0.546, -1.232, -0.929)  0.104
H (-2.085, -3.494, -1.345)  0.078
C (1.594, 3.173, 2.800)  -0.257
S (1.571, 1.387, 2.685)  0.809
O (1.725, 1.078, 1.241)  -0.568
C (-0.158, 1.193, 3.121)  -0.249
H (2.589, 3.514, 2.523)  0.011
H (0.854, 3.574, 2.109)  0.034
H (1.376, 3.489, 3.820)  0.070
H (-0.773, 1.757, 2.418)  0.058
H (-0.306, 1.546, 4.141)  0.053
H (-0.396, 0.134, 3.057)  0.049
C (4.517, 1.863, 4.790)  -0.272
S (3.559, 0.525, 5.465)  0.787
O (2.271, 1.110, 5.935)  -0.573
C (4.576, 0.255, 6.925)  -0.279
H (3.995, 2.176, 3.891)  -0.014
H (4.601, 2.700, 5.485)  0.068
H (5.505, 1.493, 4.517)  0.063
H (4.626, 1.174, 7.509)  0.053
H (5.572, -0.057, 6.613)  0.049
H (4.113, -0.533, 7.515)  0.043
C (-5.183, 0.894, -4.415)  -0.274
S (-4.887, -0.694, -3.626)  0.795
O (-4.684, -0.431, -2.173)  -0.564
C (-3.271, -0.960, -4.349)  -0.254
H (-6.141, 1.269, -4.062)  0.044
H (-4.388, 1.588, -4.142)  0.057
H (-5.218, 0.755, -5.495)  0.050
H (-2.608, -0.136, -4.082)  0.061
H (-3.373, -1.037, -5.432)  0.058
H (-2.869, -1.888, -3.952)  0.031
C (-0.386, 7.515, -0.350)  -0.279
S (-0.161, 6.017, 0.618)  0.794
O (0.068, 6.438, 2.025)  -0.556
C (1.435, 5.588, -0.085)  -0.258
H (-1.321, 7.974, -0.040)  0.045
H (0.443, 8.197, -0.161)  0.054
H (-0.436, 7.255, -1.407)  0.052
H (2.134, 6.407, 0.085)  0.062
H (1.317, 5.394, -1.151)  0.062
H (1.792, 4.687, 0.406)  0.011
C (-7.492, -5.480, -1.266)  -0.269
S (-6.762, -4.033, -2.036)  0.788
O (-6.790, -4.249, -3.508)  -0.564
C (-5.087, -4.357, -1.499)  -0.265
H (-8.549, -5.495, -1.525)  0.045
H (-7.004, -6.378, -1.646)  0.056
H (-7.371, -5.399, -0.186)  0.032
H (-4.763, -5.327, -1.877)  0.067
H (-5.050, -4.333, -0.412)  0.018
H (-4.455, -3.573, -1.914)  0.029
C (-5.137, -1.675, 1.462)  -0.252
S (-5.274, -3.209, 2.383)  0.817
O (-6.180, -4.103, 1.605)  -0.571
C (-6.248, -2.547, 3.737)  -0.273
H (-4.595, -1.874, 0.539)  0.040
H (-6.133, -1.304, 1.224)  0.066
H (-4.586, -0.947, 2.057)  0.058
H (-7.167, -2.114, 3.343)  0.058
H (-5.663, -1.793, 4.264)  0.053
H (-6.482, -3.367, 4.411)  0.047
C (5.354, 3.460, -0.506)  -0.255
S (4.097, 2.617, 0.460)  0.824
O (4.457, 2.827, 1.900)  -0.581
C (4.563, 0.947, 0.028)  -0.368
H (5.246, 4.529, -0.335)  0.040
H (6.342, 3.131, -0.183)  0.052
H (5.200, 3.238, -1.561)  0.058
H (5.602, 0.777, 0.314)  0.071
H (4.425, 0.797, -1.043)  -0.092
H (3.906, 0.269, 0.570)  0.052

Its net charge is -1.

---

C26H70O11Zr | ωB97M-V/def2-TZVPD

Last column: Löwdin charge in e.
CARTESIAN COORDINATES (ANGSTROEM)
Zr (-3.022, 1.163, -0.214)  2.018
C (-3.695, -1.863, 1.901)  -0.060
C (-4.481, -1.752, 0.617)  -0.540
C (-5.938, -1.362, 0.891)  -0.057
O (-3.885, -0.805, -0.238)  -0.379
H (-3.767, -0.963, 2.526)  0.067
H (-2.630, -2.034, 1.747)  0.078
H (-4.129, -2.588, 2.597)  0.088
H (-4.454, -2.724, 0.114)  0.124
H (-6.507, -2.236, 1.227)  0.080
H (-6.497, -1.072, -0.002)  0.074
H (-6.035, -0.563, 1.625)  0.073
C (-1.131, 0.028, -3.936)  -0.050
C (-2.095, 1.151, -3.651)  -0.556
C (-3.305, 1.143, -4.575)  -0.052
O (-2.503, 1.159, -2.313)  -0.406
H (-1.579, -0.966, -3.820)  0.069
H (-0.381, -0.028, -3.139)  0.052
H (-0.549, 0.131, -4.850)  0.085
H (-1.541, 2.073, -3.882)  0.113
H (-3.045, 0.973, -5.618)  0.083
H (-3.932, 2.038, -4.521)  0.074
H (-3.995, 0.382, -4.194)  0.065
C (-2.247, 3.068, 3.035)  -0.062
C (-3.468, 2.171, 2.993)  -0.575
C (-4.651, 2.880, 3.630)  -0.056
O (-3.771, 1.716, 1.707)  -0.391
H (-1.385, 2.527, 2.626)  0.059
H (-1.999, 3.320, 4.065)  0.078
H (-2.365, 3.935, 2.381)  0.086
H (-3.227, 1.298, 3.616)  0.116
H (-4.455, 3.173, 4.661)  0.082
H (-5.598, 2.337, 3.669)  0.077
H (-4.839, 3.753, 2.996)  0.083
C (0.289, -0.905, -0.589)  -0.053
C (0.022, 0.012, 0.626)  -0.537
C (1.332, 0.767, 0.928)  -0.060
O (-0.996, 0.915, 0.440)  -0.351
H (-0.648, -1.097, -1.117)  0.061
H (0.626, -1.923, -0.374)  0.059
H (1.096, -0.533, -1.225)  0.073
H (-0.114, -0.686, 1.462)  0.129
H (1.598, 1.241, -0.022)  0.057
H (2.200, 0.171, 1.200)  0.069
H (1.145, 1.590, 1.620)  0.061
C (1.663, 2.670, -3.310)  -0.088
C (1.194, 4.008, -3.887)  -0.332
O (1.964, 4.445, -4.980)  -0.061
H (1.579, 1.889, -4.066)  0.071
H (0.996, 2.460, -2.470)  0.070
H (2.693, 2.746, -2.963)  0.058
H (1.178, 4.781, -3.119)  0.110
H (0.129, 3.837, -4.100)  0.096
H (1.707, 3.958, -5.768)  0.085
C (3.669, -0.791, 3.350)  -0.100
C (4.550, -1.215, 4.500)  -0.318
O (3.779, -1.346, 5.688)  -0.079
H (3.116, 0.132, 3.535)  0.059
H (2.859, -1.508, 3.165)  0.083
H (4.163, -0.773, 2.375)  0.059
H (5.375, -0.507, 4.664)  0.109
H (5.038, -2.177, 4.295)  0.114
H (4.268, -1.914, 6.287)  0.079
C (3.603, 3.216, -0.316)  -0.103
C (3.927, 3.206, 1.166)  -0.304
O (5.111, 2.454, 1.376)  -0.068
H (2.652, 3.739, -0.436)  0.080
H (3.505, 2.164, -0.589)  0.051
H (4.313, 3.677, -1.003)  0.081
H (3.015, 2.765, 1.574)  0.085
H (3.993, 4.224, 1.555)  0.113
H (4.987, 1.850, 2.116)  0.081
C (0.977, -3.943, -2.215)  -0.095
C (0.641, -5.358, -2.681)  -0.305
O (1.674, -5.923, -3.493)  -0.084
H (1.007, -3.252, -3.063)  0.079
H (1.897, -3.839, -1.646)  0.073
H (0.108, -3.578, -1.661)  0.043
H (-0.283, -5.423, -3.251)  0.103
H (0.537, -5.986, -1.789)  0.109
H (2.417, -6.115, -2.913)  0.077
C (-2.797, -3.475, -3.089)  -0.088
C (-4.052, -2.632, -3.091)  -0.308
O (-4.721, -2.819, -4.358)  -0.095
H (-2.197, -3.131, -2.240)  0.062
H (-2.187, -3.403, -3.990)  0.077
H (-3.008, -4.538, -2.974)  0.077
H (-3.903, -1.564, -2.914)  0.079
H (-4.783, -2.978, -2.347)  0.107
H (-5.478, -2.225, -4.363)  0.074
C (0.541, 1.901, 5.783)  -0.079
C (0.345, 0.781, 4.757)  -0.298
O (-0.952, 0.236, 5.042)  -0.075
H (0.480, 1.535, 6.801)  0.077
H (-0.106, 2.745, 5.535)  0.056
H (1.527, 2.374, 5.664)  0.071
H (1.143, 0.055, 4.927)  0.095
H (0.473, 1.096, 3.720)  0.085
H (-1.521, 0.745, 4.453)  0.037
C (5.492, -2.019, -1.595)  -0.085
C (5.008, -0.715, -0.988)  -0.333
O (5.754, -0.361, 0.168)  -0.083
H (5.393, -2.836, -0.880)  0.073
H (6.535, -1.936, -1.906)  0.074
H (4.963, -2.311, -2.504)  0.071
H (3.942, -0.808, -0.728)  0.094
H (5.027, 0.108, -1.712)  0.111
H (5.632, 0.588, 0.280)  0.045

---

Asked for gap between HOMO and LUMO across the records above, the calculation gives 8.4 6.4 8.7 eV in order.